DFT (ωB97M-V/def2-TZVPD) results for a molecular structure, C6H18F2InO3S3 in a non-equilibrium geometry.

Geometry as XYZ:
```
33
Properties=species:S:1:pos:R:3
In -31.87 -9.60 -20.81
F -32.32 -8.50 -23.51
F -32.04 -6.78 -19.86
C -30.07 -13.30 -17.71
S -30.51 -13.40 -19.51
O -30.42 -11.96 -20.05
C -29.13 -14.30 -20.24
H -30.37 -14.16 -17.11
H -30.45 -12.39 -17.26
H -28.99 -13.28 -17.54
H -28.13 -14.03 -19.92
H -29.10 -14.11 -21.31
H -29.42 -15.36 -20.19
C -29.14 -11.56 -25.04
S -30.44 -12.10 -23.86
O -30.18 -11.19 -22.62
C -31.93 -11.57 -24.71
H -29.38 -11.87 -26.06
H -28.28 -12.15 -24.71
H -29.03 -10.48 -25.13
H -32.88 -11.87 -24.27
H -32.06 -11.96 -25.71
H -31.91 -10.49 -24.86
C -27.07 -10.57 -21.84
S -27.64 -8.82 -21.56
O -29.19 -8.72 -21.60
C -27.32 -8.92 -19.74
H -27.54 -10.90 -22.77
H -27.45 -11.25 -21.07
H -26.00 -10.62 -22.02
H -27.91 -8.11 -19.29
H -26.26 -8.75 -19.58
H -27.69 -9.88 -19.39
```

As for the largest force on an atom: 2.69 eV/Å. The total energy comes out at -55743.08888 eV. As for the orbital gap (alpha / beta): 0.0981 / 0.1558 hartree. The spin multiplicity is 2. As for the total charge: +2. As for the highest occupied orbital energy (alpha / beta): -0.5409 / -0.5570 hartree. The LUMO energy (alpha / beta) is -0.443 / -0.401 Eh.